Arrangement one

The following is a DFT calculation (ωB97M-V with the def2-TZVPD basis set) of a cluster of 3 separate species, C3H12N2OS in total.

Values from the calculation:
orbital gap	3.743	eV
lowest unoccupied orbital energy	-4.5	eV
multiplicity	1
total charge	0
E_HOMO	-8.2	eV

Geometry (Å):
1 N 3.02137 -0.44014 -0.53852
2 C 0.44409 -0.41108 -0.19955
3 C -0.52027 -0.34266 -1.44199
4 S -1.58697 1.20653 -1.66121
5 C 0.52596 0.65495 0.90726
6 N -0.73950 1.11316 1.57331
7 H 3.14896 -0.86363 -1.42890
8 H 3.91204 -0.14359 -0.13151
9 H 0.44667 -1.41749 0.28407
10 H -1.21230 -1.10939 -1.18072
11 H 0.10304 -0.60329 -2.26687
12 H -2.42155 0.68425 -0.70852
13 H 1.06772 0.15361 1.74085
14 H 1.14243 1.52743 0.62769
15 H -1.58695 0.58739 1.19299
16 H -0.76439 0.87453 2.49128
17 H -3.76698 -0.62984 0.69678
18 H 1.59041 -0.22224 -0.56412
19 O -2.80377 -0.61851 0.60768


Arrangement two

The following is a DFT calculation (ωB97M-V with the def2-TZVPD basis set) of a cluster of 2 separate species, C3H12N2OS in total.

Values from the calculation:
orbital gap	9.551	eV
lowest unoccupied orbital energy	0.7	eV
multiplicity	1
total charge	0
E_HOMO	-8.8	eV

Geometry (Å):
1 C 0.80644 -1.08067 -0.20071
2 C 1.28558 -1.22562 1.21952
3 S 1.81154 0.33526 1.97309
4 N -0.46614 -0.30217 -0.26695
5 C -0.84475 0.01841 -1.63511
6 N -0.03728 1.09992 -2.19640
7 H 1.53536 -0.62038 -0.85436
8 H 0.60603 -2.07571 -0.61412
9 H 2.11414 -1.92903 1.24708
10 H 0.51178 -1.64791 1.84845
11 H 0.61174 0.91894 1.89563
12 H -1.17301 -0.88983 0.17087
13 H -0.72010 -0.84278 -2.30414
14 H -1.86091 0.38111 -1.63425
15 H -0.47142 2.00633 -2.02998
16 H 0.84277 1.15051 -1.69594
17 H -1.34153 1.25363 0.97758
18 H -1.67779 2.18611 2.17522
19 O -1.53245 1.26386 1.92452


What are the relative energies? In eV: arrangement one 8.743; arrangement two 0.000.


Arrangement one

The following is a DFT calculation (ωB97M-V with the def2-TZVPD basis set) of a cluster of 2 separate species, C3H12N2OS in total.

Values from the calculation:
orbital gap	9.784	eV
lowest unoccupied orbital energy	0.7	eV
multiplicity	1
total charge	0
E_HOMO	-9.1	eV

Geometry (Å):
1 N -0.58872 0.04641 1.34093
2 C -0.44706 0.12391 -0.11091
3 C -1.87492 -0.06947 -0.67139
4 S -2.85543 1.44718 -0.91798
5 C 0.38078 -1.09103 -0.56497
6 N 1.83486 -0.90977 -0.30790
7 H 0.28373 0.13077 1.84321
8 H -2.85236 1.93705 0.32916
9 H -1.25435 0.72529 1.68170
10 H -0.12589 1.08496 -0.51723
11 H -1.73797 -0.46998 -1.67622
12 H -2.51244 -0.74409 -0.12426
13 H 0.12711 -1.35184 -1.58525
14 H 0.01451 -1.85120 0.12871
15 H 2.33536 -1.19206 -1.11328
16 H 2.07598 -1.50468 0.47007
17 H 2.49292 1.43838 1.34593
18 H 2.28741 0.65496 0.05322
19 O 2.41648 1.59523 0.39648


Arrangement two

The following is a DFT calculation (ωB97M-V with the def2-TZVPD basis set) of a cluster of 2 separate species, C3H12N2OS in total.

Values from the calculation:
orbital gap	9.809	eV
lowest unoccupied orbital energy	0.5	eV
multiplicity	1
total charge	0
E_HOMO	-9.3	eV

Geometry (Å):
1 N -0.54247 -1.45195 -0.02172
2 C 0.10595 -0.19683 -0.42924
3 C 0.85099 -0.46966 -1.84581
4 S -0.21263 -0.61160 -3.45006
5 C 1.01860 0.42110 0.59846
6 N 0.47000 0.99332 1.86433
7 H -1.24756 -1.02207 0.65442
8 H -1.01534 -1.57697 -2.88898
9 H -1.17936 -1.76715 -0.80024
10 H -0.72335 0.41801 -0.72572
11 H 1.62448 0.34521 -2.00635
12 H 1.42791 -1.35647 -1.54243
13 H 1.34056 1.27808 -0.00904
14 H 1.87110 -0.25548 0.74565
15 H 1.21686 1.83858 2.16491
16 H 0.21555 0.33011 2.66421
17 H -2.18087 0.48297 2.12651
18 H -1.00728 1.40671 1.55762
19 O -2.03312 1.19410 1.34348


What are the relative energies? In eV: arrangement one 0.000; arrangement two 1.678.


Arrangement one

The following is a DFT calculation (ωB97M-V with the def2-TZVPD basis set) of a cluster of 2 separate species, CH2N2OS2 in total.

Values from the calculation:
orbital gap (spin up / spin down)	8.442 / 8.417	eV
lowest unoccupied orbital energy (spin up / spin down)	-1.3 / -1.3	eV
multiplicity	1
total charge	0
E_HOMO (spin up / spin down)	-9.7 / -9.7	eV

Geometry (Å):
1 C 1.69728 -0.40135 0.12300
2 N -1.50176 0.65031 0.28382
3 N 1.18545 -1.17916 -0.65765
4 O -1.77838 1.59847 -0.53157
5 S 2.43848 0.49031 1.14324
6 S -2.57581 -0.32105 0.97027
7 H 1.02249 -1.16367 -1.64596
8 H -0.48775 0.32615 0.31485


Arrangement two

The following is a DFT calculation (ωB97M-V with the def2-TZVPD basis set) of a cluster of 2 separate species, CH2N2OS2 in total.

Values from the calculation:
orbital gap	8.040	eV
lowest unoccupied orbital energy	-1.2	eV
multiplicity	1
total charge	0
E_HOMO	-9.3	eV

Geometry (Å):
1 C -0.03180 0.63400 0.26642
2 N -0.25305 1.22424 -0.83852
3 N -0.42408 1.71681 -1.86765
4 O -0.48148 -0.34383 -4.20206
5 S 1.29663 -1.32211 -2.22037
6 S 0.72711 -0.04155 -3.55356
7 H 0.95036 0.82124 0.76216
8 H -0.73076 -0.18186 0.61193


What are the relative energies? In eV: arrangement one 0.389; arrangement two 0.000.


Arrangement one

The following is a DFT calculation (ωB97M-V with the def2-TZVPD basis set) of a cluster of 16 separate species, C3H40NO17 in total.

Values from the calculation:
orbital gap	9.745	eV
lowest unoccupied orbital energy	-2.5	eV
multiplicity	1
total charge	+1
E_HOMO	-12.2	eV

Geometry (Å):
1 O -0.54894 1.29088 -1.78332
2 C -0.82781 2.10446 -0.68249
3 C -1.01233 1.33145 0.63042
4 C -2.19780 0.41640 0.45841
5 N 0.26360 0.82118 1.14043
6 H -1.74985 2.64845 -0.97604
7 H -1.36794 1.98842 1.44014
8 H -3.13802 0.58214 1.00434
9 H -1.89538 -0.61890 0.74945
10 H -2.40172 0.24226 -0.60086
11 H 4.32177 -0.22059 -0.13838
12 H 0.80635 0.34889 0.38358
13 H 0.17385 0.06445 1.79001
14 H -1.82104 -0.80296 -3.49386
15 H -1.56068 0.68604 -3.35992
16 O -2.16591 0.06787 -3.81020
17 H 1.57831 -1.14455 2.98936
18 H 2.41124 -1.95192 1.89240
19 O 2.23631 -1.08070 2.28942
20 H 0.26381 0.75655 -1.83887
21 H 2.41445 0.51420 -2.76676
22 O 1.91269 0.25880 -1.98510
23 H 0.63433 -2.01095 0.37134
24 H -0.28603 -2.99989 1.04217
25 O -0.06331 -2.06051 1.05743
26 H -3.69637 -1.76135 -0.61316
27 H -4.96583 -2.05064 -1.38273
28 O -4.33695 -2.45319 -0.78346
29 H 0.74569 4.70615 2.68445
30 H 0.48753 3.76065 1.31140
31 O 0.34291 3.96541 2.24216
32 H 0.44048 2.61834 3.44263
33 H 0.25761 0.97291 3.82523
34 O 0.75659 1.80485 3.89015
35 H 1.88615 2.50255 -0.25479
36 H 0.32399 3.81756 -0.93853
37 O 0.23744 3.01615 -0.39092
38 H 3.20097 -1.04800 0.35465
39 H 2.08379 -0.71771 -1.96180
40 O 3.80560 -0.99526 -0.38910
41 H 0.94306 -2.86411 -3.71369
42 H -0.26952 -2.64555 -2.87116
43 O 0.73378 -2.61002 -2.81065
44 H -2.47581 -2.98625 -2.48359
45 H -2.20205 -2.96565 -3.98814
46 O -1.90655 -2.58281 -3.15344
47 H -4.81859 0.56296 -2.19091
48 H -3.58713 -0.10607 -2.77482
49 O -4.23635 -0.19246 -2.04459
50 H 2.83376 -3.23515 -0.30624
51 H 1.60823 -3.36715 -1.36146
52 O 1.89491 -3.05969 -0.48837
53 H -0.77966 -1.29248 3.80215
54 H -0.41033 -0.54924 5.11837
55 O -0.14295 -0.68044 4.19408
56 H 2.46777 2.06131 1.50814
57 H 2.66279 1.28765 -0.89675
58 O 2.72502 1.95438 -0.15306
59 H 2.69889 0.57327 2.32627
60 H 1.93467 1.72121 3.08023
61 O 2.77649 1.60639 2.36837


Arrangement two

The following is a DFT calculation (ωB97M-V with the def2-TZVPD basis set) of a cluster of 16 separate species, C3H40NO17 in total.

Values from the calculation:
orbital gap	9.898	eV
lowest unoccupied orbital energy	-2.6	eV
multiplicity	1
total charge	+1
E_HOMO	-12.5	eV

Geometry (Å):
1 C -1.09753 0.23816 0.19592
2 O -0.68512 -1.17042 0.27180
3 C 0.21971 1.12775 -0.12143
4 C -0.11851 2.40223 -0.83271
5 O 1.09570 2.86065 -1.43394
6 N 0.97511 1.24550 1.10763
7 H -1.47278 0.47805 1.17335
8 H -1.79562 0.34648 -0.57744
9 H -1.14955 -1.54214 -0.52335
10 H 0.81021 0.50681 -0.82134
11 H -0.85423 2.25778 -1.58143
12 H -0.37825 3.20051 -0.15773
13 H 1.10638 3.10389 -2.34808
14 H 1.64438 1.98756 0.95903
15 H 0.46592 1.59530 1.89906
16 H 1.65796 0.44508 1.35969
17 H 2.21179 -1.57315 -2.35271
18 H 3.62548 -2.16009 -2.54797
19 O 3.06270 -1.64585 -1.95559
20 H 0.98891 -0.56832 -3.68468
21 H 1.94228 -0.92966 -4.89117
22 O 1.91533 -0.60643 -3.98725
23 H 0.01265 -1.55667 3.27580
24 H -0.98592 -1.56625 4.34768
25 O -0.47258 -0.92274 3.78311
26 H -1.34483 3.06155 3.18185
27 H -0.37967 4.03359 2.61052
28 O -1.25409 4.02403 3.05333
29 H -1.09654 0.58573 3.32200
30 H -2.26872 1.34066 4.12542
31 O -1.42396 1.48722 3.65591
32 H -0.10602 -4.52987 -3.66505
33 H -1.63557 -4.36185 -3.05244
34 O -0.74784 -4.04613 -3.18019
35 H -0.40024 -3.85896 2.18143
36 H -0.72258 -2.41245 1.80997
37 O -0.99049 -3.15659 2.42014
38 H 2.56037 -1.13629 2.15517
39 H 3.47997 -0.25049 1.48995
40 O 2.85491 -0.11461 2.22982
41 H 1.97259 -3.30318 1.09373
42 H 2.49741 -2.13368 0.34759
43 O 2.43561 -2.46978 1.26480
44 H -2.90622 0.71040 -4.30132
45 H -3.64821 -0.27828 -3.36262
46 O -2.88698 -0.18283 -3.94720
47 H 2.84997 1.81100 2.90606
48 H 1.65015 1.91283 3.91651
49 O 2.03988 2.31906 3.08239
50 H -3.67351 2.70251 -1.91203
51 H -3.91473 2.34060 -3.42890
52 O -3.62749 2.00158 -2.57833
53 H -1.44345 -1.08999 -4.20875
54 H -0.54503 -2.41516 -4.10482
55 O -0.60797 -1.48285 -3.97581
56 H -4.34818 0.64316 2.73045
57 H -3.62203 -0.73368 2.44344
58 O -3.47948 0.14745 2.78679
59 H 3.88495 1.22142 -0.66718
60 H 4.09137 -0.33757 -0.86732
61 O 4.03221 0.39741 -0.11156


What are the relative energies? In eV: arrangement one 0.000; arrangement two 2.019.


Arrangement one

The following is a DFT calculation (ωB97M-V with the def2-TZVPD basis set) of a structure of composition C7H6.

Values from the calculation:
orbital gap (spin up / spin down)	8.102 / 8.103	eV
lowest unoccupied orbital energy (spin up / spin down)	-0.4 / -0.4	eV
multiplicity	1
total charge	0
E_HOMO (spin up / spin down)	-8.5 / -8.5	eV

Geometry (Å):
1 C 0.27772 -0.15998 -1.57995
2 C -0.60167 -1.04075 -1.17808
3 C -1.13446 -1.11399 0.13587
4 C -1.74368 0.20244 0.17744
5 C 0.55326 0.92834 -0.50087
6 C -0.10990 -0.91792 1.14434
7 C -0.33517 0.63193 0.76916
8 H 0.97658 -0.10760 -2.44147
9 H 1.56445 0.83035 -0.27909
10 H 0.36663 1.88507 -1.12319
11 H -0.43951 -1.11123 2.25991
12 H 0.92174 -1.22776 0.93224
13 H -0.29599 1.20110 1.68370


Arrangement two

The following is a DFT calculation (ωB97M-V with the def2-TZVPD basis set) of the molecule C7H6.

Values from the calculation:
orbital gap (spin up / spin down)	8.209 / 8.208	eV
lowest unoccupied orbital energy (spin up / spin down)	-0.4 / -0.4	eV
multiplicity	1
total charge	0
E_HOMO (spin up / spin down)	-8.6 / -8.6	eV

Geometry (Å):
1 C -1.72025 0.15458 -0.60111
2 C -1.86457 0.95610 0.39644
3 C -0.62069 1.47016 1.17541
4 C -0.15552 2.14275 0.03845
5 C -0.20044 -0.17114 -0.94143
6 C 0.37751 0.46873 1.52168
7 C 0.64457 0.73110 0.02412
8 H -2.52470 -0.55643 -0.99403
9 H -0.10452 -1.19710 -0.66996
10 H -0.09332 0.35855 -1.92863
11 H 1.08332 0.88751 2.17749
12 H 0.12729 -0.67306 1.86931
13 H 1.61505 0.72149 -0.24915


What are the relative energies? In eV: arrangement one 0.000; arrangement two 0.637.


Arrangement one

The following is a DFT calculation (ωB97M-V with the def2-TZVPD basis set) of the molecule C7H6.

Values from the calculation:
orbital gap (spin up / spin down)	6.850 / 7.603	eV
lowest unoccupied orbital energy (spin up / spin down)	-0.6 / -0.8	eV
multiplicity	1
total charge	0
E_HOMO (spin up / spin down)	-7.4 / -8.4	eV

Geometry (Å):
1 C 0.77065 1.22598 1.31070
2 C -0.31544 0.81307 0.39801
3 C 1.95529 0.58478 1.00674
4 C 1.57877 -0.54566 0.27728
5 C 0.22057 -0.48670 -0.07314
6 C -0.58957 -1.35797 -0.70181
7 C -1.34695 1.66917 -0.01419
8 H 3.01159 0.68084 1.35660
9 H 2.02627 -1.59360 0.28446
10 H -1.54582 -1.00153 -0.84830
11 H -0.23620 -2.29388 -1.06888
12 H -1.94397 1.41705 -0.83826
13 H -1.50990 2.68300 0.50544


Arrangement two

The following is a DFT calculation (ωB97M-V with the def2-TZVPD basis set) of a structure of composition C7H6.

Values from the calculation:
orbital gap (spin up / spin down)	7.637 / 7.642	eV
lowest unoccupied orbital energy (spin up / spin down)	-1.3 / -1.3	eV
multiplicity	1
total charge	0
E_HOMO (spin up / spin down)	-8.9 / -8.9	eV

Geometry (Å):
1 C 2.97896 -1.46338 1.32038
2 C 2.17720 -1.21169 0.45270
3 C -0.57461 -0.49907 0.02212
4 C -1.31763 0.49492 0.16195
5 C 1.66851 -0.46486 -0.77376
6 C 0.49177 -1.17714 -0.64292
7 C -2.30147 1.45205 0.63950
8 H 1.70243 0.57164 -0.51575
9 H 2.33187 -0.82927 -1.56672
10 H 0.28193 -2.12708 -1.14844
11 H -1.70891 1.97173 1.47797
12 H -3.30276 1.16702 0.89754
13 H -2.42728 2.11514 -0.32458


What are the relative energies? In eV: arrangement one 0.000; arrangement two 3.019.